Entry 1:
Molecular formula: C3H3NO2
Method: DFT, ωB97M-V with the def2-TZVPD basis set

Structure (XYZ):
```
9
C3H3NO2, DFT ωB97M-V with the def2-TZVPD basis set
C -0.9923 -0.1741 0.1114
O -0.6671 1.0248 -0.5969
C 0.6839 1.0017 -0.5855
O 1.4561 1.7753 -1.0422
C 0.8199 -0.2882 0.1702
N 1.4942 -1.2012 0.6841
H 0.3801 -1.3539 0.7764
H -1.5858 0.0645 1.0152
H -1.5889 -0.8490 -0.5327
```

As for the charge: 0. The gap between HOMO and LUMO is 0.368 Eh. The molar mass is 85.062 g/mol. The energy above the lowest of the compared OMol25 structures with the same formula, charge and spin is 4.572 eV. As for the total energy: -321.20962 a.u. For the maximum force, the calculation gives 4.00 eV/Å.

Entry 2:
Molecular formula: C3H3NO2
Method: DFT, ωB97M-V with the def2-TZVPD basis set

Structure (XYZ):
```
9
C3H3NO2, DFT ωB97M-V with the def2-TZVPD basis set
O 1.6223 0.0800 1.1766
C 1.5616 0.2196 -0.0136
O 0.4894 -0.0821 -0.7666
C -0.6358 -0.4841 -0.0213
C -1.4150 0.7559 0.3843
N -2.3365 1.0163 -0.2693
H 2.3540 0.6016 -0.6654
H -1.2441 -1.0863 -0.7051
H -0.3960 -1.0209 0.8805
```

As for the charge: 0. The gap between HOMO and LUMO is 0.414 Eh. The molar mass is 85.062 g/mol. The energy above the lowest of the compared OMol25 structures with the same formula, charge and spin is 2.574 eV. As for the total energy: -321.28307 a.u. As for the structure (SMILES): N#CCOC=O. For the maximum force, the calculation gives 2.52 eV/Å.

Entry 3:
Molecular formula: C3H3NO2
Method: DFT, ωB97M-V with the def2-TZVPD basis set

Structure (XYZ):
```
9
C3H3NO2, DFT ωB97M-V with the def2-TZVPD basis set
O 0.6241 -1.3796 0.7041
C -0.0851 -0.1983 0.5810
C 0.5500 1.0111 -0.1121
O 1.6805 1.1249 -0.4930
C -1.2060 -0.3300 -0.3830
N -1.9013 -0.5753 -1.2717
H 0.8470 -1.6877 -0.1852
H -0.4619 0.0806 1.5724
H -0.3675 1.6277 -0.3911
```

As for the charge: 0. The gap between HOMO and LUMO is 0.404 Eh. The molar mass is 85.062 g/mol. The energy above the lowest of the compared OMol25 structures with the same formula, charge and spin is 2.270 eV. As for the total energy: -321.29423 a.u. As for the structure (SMILES): N#C[C@@H](O)C=O. For the maximum force, the calculation gives 1.77 eV/Å.

Entry 4:
Molecular formula: C3H3NO2
Method: DFT, ωB97M-V with the def2-TZVPD basis set

Structure (XYZ):
```
9
C3H3NO2, DFT ωB97M-V with the def2-TZVPD basis set
O -1.2937 0.3949 0.6765
C -1.1041 -0.6925 -0.0284
C -1.9945 -1.6697 -0.5141
O -0.0625 -1.0797 -0.5757
C 2.3098 1.5707 -0.1305
N 1.2806 1.6026 0.3824
H -0.4518 0.9056 0.6849
H -1.9508 -2.5696 0.1155
H 3.2671 1.5376 -0.6105
```

As for the charge: 0. The gap between HOMO and LUMO is 0.338 Eh. The molar mass is 85.062 g/mol. The energy above the lowest of the compared OMol25 structures with the same formula, charge and spin is 4.774 eV. As for the total energy: -321.20220 a.u. For the maximum force, the calculation gives 1.15 eV/Å.

Entry 5:
Molecular formula: C3H3NO2
Method: DFT, ωB97M-V with the def2-TZVPD basis set

Structure (XYZ):
```
9
C3H3NO2, DFT ωB97M-V with the def2-TZVPD basis set
C 0.9995 0.8738 0.2166
O -0.4289 0.7771 0.0988
C -0.9178 -0.2782 -0.5715
O -1.1570 -0.3046 -1.7427
C -1.1871 -1.4424 0.2978
N -1.3672 -2.3697 0.9653
H 1.3118 0.5185 1.2023
H 1.4962 0.2970 -0.5689
H 1.2505 1.9285 0.1024
```

As for the charge: 0. The gap between HOMO and LUMO is 0.416 Eh. The molar mass is 85.062 g/mol. The energy above the lowest of the compared OMol25 structures with the same formula, charge and spin is 1.888 eV. As for the total energy: -321.30827 a.u. As for the structure (SMILES): COC(=O)C#N. For the maximum force, the calculation gives 1.19 eV/Å.

Entry 6:
Molecular formula: C3H3NO2
Method: DFT, ωB97M-V with the def2-TZVPD basis set

Structure (XYZ):
```
9
C3H3NO2, DFT ωB97M-V with the def2-TZVPD basis set
C 0.8537 0.7567 -0.5292
O 0.4353 -0.6040 -0.6915
C -0.4355 -1.1545 0.1488
O -0.5677 -2.3384 0.2705
C -1.3046 -0.2297 0.9168
N -2.0439 0.4130 1.5313
H 0.0089 1.4519 -0.5144
H 1.4406 0.8541 0.3881
H 1.4869 0.9616 -1.3919
```

As for the charge: 0. The gap between HOMO and LUMO is 0.430 Eh. The molar mass is 85.062 g/mol. The energy above the lowest of the compared OMol25 structures with the same formula, charge and spin is 1.564 eV. As for the total energy: -321.32016 a.u. As for the structure (SMILES): COC(=O)C#N. For the maximum force, the calculation gives 1.18 eV/Å.